1.
{"formula": "CH4N3O7S2", "method": "wB97M-V/def2-TZVPD", "species": ["C", "N", "N", "N", "O", "O", "O", "O", "O", "O", "O", "S", "S", "H", "H", "H", "H"], "positions_angstrom": [[-3.99914, -0.96734, -0.18157], [-0.57645, 1.49860, -1.14178], [1.58821, -1.19997, 1.42215], [-1.15081, -0.94676, -0.35130], [-4.40578, -1.12457, 0.90116], [-3.79552, -0.99963, -1.31881], [-0.35523, 0.76029, 1.21936], [-2.60864, 0.83673, 0.33313], [2.47492, -1.77530, -0.71642], [1.91310, 0.56781, -0.36948], [0.17686, -1.33842, -0.76030], [-1.20073, 0.53337, 0.11264], [1.55536, -0.84731, -0.17524], [-0.89892, 1.28130, -2.10920], [0.47352, 1.47660, -1.05783], [1.15561, -0.45124, 1.88102], [1.31598, -1.98845, 2.00951]], "total_charge": -1, "largest_force_ev_per_a": 2.8, "energy_ha": -1527.83873, "de_lowest_kcal_mol": 0.0, "e_lumo_ev": 3.41, "homo_lumo_gap_ev": 8.31, "homo_energy_ev": -4.898}



2.
{"formula": "CH4N3OP3", "method": "wB97M-V/def2-TZVPD", "species": ["C", "N", "N", "N", "O", "P", "P", "P", "H", "H", "H", "H"], "positions_angstrom": [[-0.50814, -0.73407, 0.28122], [3.81691, 2.29757, 1.16929], [1.88390, 0.63836, 1.72924], [1.96888, 2.02788, -0.67500], [0.31082, 0.31682, -0.24640], [3.20176, 2.99979, -0.09909], [3.04452, 1.47065, 2.41945], [1.92620, 0.46214, 0.01924], [-1.43868, -0.40177, -0.06244], [-0.52447, -0.74445, 1.33783], [-0.15588, -1.80168, -0.10495], [1.06719, 2.34634, -1.21479]], "largest_force_ev_per_a": 3.1, "energy_ha": -1304.09859, "de_lowest_kcal_mol": 1.3, "e_lumo_ev": -0.91, "homo_lumo_gap_ev": 7.83, "homo_energy_ev": -8.736}



3.
{"formula": "CH4N3OS", "method": "wB97M-V/def2-TZVPD", "species": ["C", "N", "N", "N", "O", "S", "H", "H", "H", "H"], "positions_angstrom": [[-0.20414, -0.05805, -0.26667], [-2.08540, 0.10354, -0.43580], [0.30302, -0.07753, -1.43330], [0.14006, 0.22167, 0.96587], [-2.68548, 0.36062, 0.49564], [1.81053, 0.31492, 1.85237], [-0.29276, -0.21871, -2.26644], [1.31923, -0.42032, -1.72233], [-0.65116, 0.52122, 1.54776], [2.34611, -0.74736, 1.26290]], "total_charge": 1, "largest_force_ev_per_a": 5.3, "energy_ha": -677.79429, "de_lowest_kcal_mol": 76.9, "e_lumo_ev": -5.59, "homo_lumo_gap_ev": 8.74, "homo_energy_ev": -14.329}



4.
{"formula": "CH4N3P", "method": "wB97M-V/def2-TZVPD", "species": ["C", "N", "N", "N", "P", "H", "H", "H", "H"], "positions_angstrom": [[2.39099, -0.05300, 0.00939], [3.42628, 0.08160, -0.44973], [0.10120, 1.10953, 0.32152], [0.03454, -1.43910, -0.21082], [0.76970, -0.33153, 0.91475], [0.32135, 2.00187, 0.90555], [-0.92607, 0.86968, 0.22561], [-0.09119, -1.06065, -1.18385], [-0.05705, -2.46075, -0.04794]], "smiles": "N#CP(N)N", "largest_force_ev_per_a": 2.8, "energy_ha": -546.11899, "de_lowest_kcal_mol": 2.1, "e_lumo_ev": 0.72, "homo_lumo_gap_ev": 10.11, "homo_energy_ev": -9.389}